(1)
41
Properties=species:S:1:pos:R:3:forces:R:3:mulliken_charge:R:1 method="wB97M-V/def2-TZVPD" charge=+3 spin_multiplicity=5 de_lowest_kj_mol=45.52 gap_ev="7.298 / 5.177" molar_mass_da=729.47 s_squared=6.109 homo_energy_ev="-18.035 / -18.313"
Pd 0.567 -0.006 1.235 0.294 0.380 -0.498 -0.109
O -0.907 5.951 -0.216 -0.110 0.268 0.202 -0.457
C -0.602 4.686 -0.113 0.130 -0.569 -0.023 0.858
C -0.188 3.853 -1.167 -0.019 0.143 -0.005 -0.662
C 0.120 2.541 -0.908 -0.004 -0.043 -0.128 -0.525
N 0.034 1.991 0.316 -0.059 -0.502 0.584 -0.081
C -0.383 2.792 1.302 -0.057 0.119 -0.065 0.374
Br -0.512 1.926 2.997 0.169 -0.034 -0.174 -0.032
C -0.701 4.110 1.171 -0.085 0.219 0.090 -0.534
H -0.831 6.332 -1.101 0.040 -0.084 -0.138 0.350
H -0.108 4.232 -2.178 0.023 -0.006 0.004 0.370
H 0.450 1.892 -1.706 0.003 -0.028 -0.033 0.328
H -1.023 4.717 2.006 0.003 -0.033 0.008 0.514
C 1.023 -0.834 -4.501 -0.038 -0.022 0.052 -0.424
C -0.217 -1.438 -4.239 -0.182 -0.093 -0.040 -0.687
C -0.633 -1.624 -2.950 -0.038 -0.017 -0.044 -0.265
C 0.195 -1.174 -1.878 -0.178 -0.547 -0.392 0.483
C 1.446 -0.557 -2.153 0.001 0.087 -0.017 -0.228
C 1.852 -0.395 -3.448 0.103 0.039 0.116 -0.575
N -0.129 -1.389 -0.581 0.681 1.384 0.924 0.605
N -1.144 -2.089 -0.284 -0.775 -1.119 -0.757 -0.433
C -1.479 -2.230 1.003 0.422 0.637 0.265 0.808
C -2.483 -3.175 1.349 -0.010 -0.060 -0.042 -0.452
C -2.824 -3.340 2.664 -0.142 -0.097 0.063 -0.628
C -2.198 -2.580 3.664 0.026 0.004 -0.185 -0.467
C -1.176 -1.659 3.351 0.021 0.227 -0.010 -0.311
C -0.855 -1.456 2.046 -0.119 -0.284 0.149 0.203
H 1.352 -0.715 -5.525 0.008 0.011 0.000 0.450
H -0.836 -1.774 -5.060 0.023 0.015 -0.011 0.449
H -1.572 -2.109 -2.716 0.020 0.023 -0.056 0.523
H 2.076 -0.256 -1.323 0.017 0.006 -0.008 0.365
H 2.813 0.047 -3.673 -0.012 0.002 -0.004 0.460
H -2.937 -3.763 0.561 -0.020 0.058 -0.020 0.524
H -3.582 -4.062 2.938 -0.006 0.024 0.018 0.443
H -2.508 -2.685 4.697 0.034 -0.080 0.006 0.461
H -0.696 -1.112 4.154 -0.025 -0.004 0.006 0.537
I 3.056 0.959 2.083 -0.088 -0.439 0.027 0.412
C 3.964 -0.985 2.119 -0.071 -0.121 -0.022 -0.865
I 2.503 -2.422 1.510 0.138 0.426 0.173 0.321
H 4.281 -1.202 3.133 -0.073 0.054 0.032 0.460
H 4.792 -0.996 1.419 -0.042 0.055 -0.048 0.436



(2)
17
Properties=species:S:1:pos:R:3:forces:R:3:mulliken_charge:R:1 method="wB97M-V/def2-TZVPD" charge=+1 de_lowest_kj_mol=207.10 gap_ev=9.034 molar_mass_da=146.20 homo_energy_ev=-12.175
C -0.740 0.147 1.520 -0.010 0.018 -0.217 0.577
C 0.738 -0.911 -1.987 -1.116 2.986 3.150 -0.086
C 1.581 0.334 0.499 -0.015 0.010 0.300 -0.646
C 0.445 0.562 -0.468 0.975 -2.765 -2.907 0.187
N -0.214 -1.666 -2.029 -0.731 -0.563 0.044 -0.412
N -0.783 0.236 0.194 -0.017 0.028 0.217 -0.119
N -1.805 -0.038 2.280 0.059 -0.026 -0.094 -0.379
O 0.494 1.799 -1.041 0.110 0.579 0.350 -0.510
S 0.840 0.299 2.182 0.045 0.142 0.012 -0.112
H 1.671 -0.693 -2.464 0.521 -0.204 -0.526 0.415
H 2.071 -0.628 0.358 -0.057 0.117 -0.022 0.347
H 2.313 1.137 0.437 -0.084 0.004 0.032 0.427
H -0.286 -2.439 -2.685 0.339 -0.004 -0.239 0.275
H -1.634 0.120 -0.337 -0.028 -0.174 -0.006 0.254
H -2.731 -0.108 1.889 0.016 0.021 0.014 0.222
H -1.710 -0.128 3.279 -0.010 -0.022 -0.024 0.216
H -0.251 1.977 -1.626 0.002 -0.147 -0.083 0.342



(3)
78
Properties=species:S:1:pos:R:3:forces:R:3:mulliken_charge:R:1 method="wB97M-V/def2-TZVPD" charge=+1 spin_multiplicity=2 gap_ev="8.836 / 5.683" molar_mass_da=619.85 s_squared=0.756 homo_energy_ev="-11.199 / -11.196"
Mg 0.293 0.531 -0.316 -0.810 1.300 -0.113 0.041
C 1.581 0.670 3.103 -0.162 0.019 -0.117 -1.376
C 0.453 -0.214 2.689 -0.173 -0.282 0.089 0.757
C -0.390 -0.967 3.516 0.028 0.125 -0.007 -1.641
C -1.270 -1.597 2.664 0.142 0.129 -0.021 -0.226
N -0.954 -1.251 1.404 -0.145 -0.176 0.370 0.761
N 0.094 -0.388 1.418 -0.094 -0.642 0.688 0.299
B -1.753 -1.517 0.114 -0.257 -0.388 0.111 -0.030
N -2.492 -0.203 -0.254 -0.368 -0.067 -0.067 0.821
C -3.776 0.068 -0.561 0.001 0.165 -0.027 -0.114
C -3.825 1.289 -1.196 0.008 -0.032 -0.005 -1.731
C -2.488 1.715 -1.263 -0.185 -0.064 0.163 0.282
C -1.910 2.888 -1.986 -0.011 -0.132 0.048 -1.398
N -1.711 0.824 -0.661 -0.714 0.594 0.165 0.518
N -0.829 -1.827 -1.128 0.035 -0.198 -0.103 1.938
C -0.755 -2.977 -1.819 0.208 -0.034 -0.061 -0.281
C -0.139 -2.719 -3.033 0.124 0.260 -0.050 -1.402
C 0.130 -1.339 -3.022 -0.332 -0.528 -0.085 0.448
C 0.725 -0.490 -4.094 0.069 -0.070 0.161 -1.559
N -0.286 -0.826 -1.873 0.432 -0.052 -0.372 -0.879
N -2.630 -2.748 0.309 -0.052 0.226 0.102 0.793
C -3.838 -3.129 -0.182 -0.060 0.083 -0.140 -0.255
C -4.020 -4.452 0.115 0.035 -0.136 0.062 -1.249
C -2.840 -4.839 0.790 -0.137 0.247 -0.183 0.635
C -2.466 -6.186 1.312 0.056 0.066 -0.012 -1.246
N -2.016 -3.812 0.890 0.201 -0.158 0.194 -1.169
H 2.009 0.320 4.040 0.033 -0.018 -0.012 0.492
H 1.220 1.689 3.262 0.045 0.007 -0.016 0.153
H 2.358 0.689 2.342 0.091 0.050 0.007 0.142
H -0.364 -1.033 4.590 0.043 -0.039 -0.001 0.528
H -2.070 -2.278 2.886 -0.043 -0.064 -0.109 0.623
H -4.580 -0.598 -0.299 0.078 0.060 0.034 0.656
H -4.701 1.792 -1.568 0.023 0.012 -0.016 0.514
H -2.644 3.684 -2.090 0.038 0.049 0.036 0.421
H -1.610 2.575 -2.988 -0.013 0.068 -0.010 0.287
H -1.025 3.268 -1.477 -0.001 0.080 0.002 0.105
H -1.129 -3.908 -1.426 -0.113 0.085 0.078 0.563
H 0.051 -3.414 -3.834 -0.032 -0.035 0.027 0.514
H 1.648 -0.932 -4.471 0.003 0.048 -0.028 0.394
H 0.936 0.507 -3.710 0.018 0.019 -0.063 0.200
H 0.033 -0.407 -4.932 0.011 0.048 -0.010 0.366
H -4.480 -2.461 -0.730 0.062 -0.083 0.024 0.459
H -4.880 -5.063 -0.102 0.001 0.038 -0.042 0.465
H -3.354 -6.794 1.471 0.020 -0.033 0.041 0.358
H -1.918 -6.089 2.247 -0.022 -0.049 0.014 0.337
H -1.821 -6.702 0.599 -0.023 -0.049 0.016 0.257
N 1.144 4.415 1.270 -0.031 0.006 -0.021 0.120
C 2.431 4.112 0.891 0.139 -0.344 -0.211 0.468
C 3.620 4.821 1.007 -0.027 0.051 0.014 -1.162
C 4.764 4.185 0.574 0.018 0.093 0.020 -0.456
C 4.721 2.884 0.059 0.055 -0.100 -0.029 -0.999
C 3.535 2.191 -0.060 -0.281 0.056 0.024 -0.205
C 2.357 2.819 0.349 0.108 0.520 0.073 0.062
N 1.027 2.381 0.384 0.112 0.422 0.295 0.273
C 0.355 3.351 0.987 0.285 -0.044 -0.038 -0.581
C -1.033 3.329 1.441 -0.502 0.184 0.046 -0.220
C -1.893 4.390 1.400 -0.005 0.004 -0.029 -0.293
S -3.389 3.960 2.096 0.249 -0.210 0.032 -0.162
C -2.748 2.389 2.428 -0.322 0.292 -0.071 -0.283
N -1.535 2.202 2.038 0.309 -0.232 -0.099 0.080
H 0.858 5.252 1.749 -0.128 -0.066 0.097 0.278
H 3.652 5.817 1.427 -0.006 0.001 -0.008 0.434
H 5.715 4.695 0.641 -0.003 -0.005 0.023 0.403
H 5.648 2.415 -0.241 -0.035 -0.027 -0.028 0.484
H 3.495 1.187 -0.441 0.168 -0.100 -0.119 0.337
H -1.728 5.378 0.998 0.004 -0.041 -0.073 0.447
H -3.345 1.640 2.928 0.023 -0.023 -0.006 0.446
C 3.158 -2.054 -0.035 -0.235 0.143 0.105 -1.318
C 2.696 -1.228 -1.240 0.841 -0.497 -0.019 1.125
C 3.834 -0.832 -2.193 -0.243 0.178 0.137 -1.602
O 1.906 -0.187 -0.877 1.492 -0.735 -0.984 0.481
H 3.629 -2.979 -0.362 0.021 0.017 -0.026 0.400
H 2.299 -2.290 0.594 0.040 -0.058 0.002 0.260
H 3.874 -1.481 0.557 0.022 -0.010 -0.027 0.320
H 2.050 -1.914 -1.841 -0.235 0.143 0.171 0.110
H 4.665 -0.398 -1.635 0.022 -0.016 0.003 0.446
H 3.474 -0.094 -2.910 0.047 -0.042 -0.037 0.357
H 4.197 -1.706 -2.731 0.037 -0.010 0.022 0.380



(4)
41
Properties=species:S:1:pos:R:3:forces:R:3:mulliken_charge:R:1 method="wB97M-V/def2-TZVPD" charge=-1 spin_multiplicity=6 gap_ev="5.590 / 5.736" molar_mass_da=587.49 s_squared=8.760 homo_energy_ev="-4.305 / -4.450"
Mn -1.918 3.286 0.181 -0.454 -0.215 0.317 0.318
O -7.356 1.145 3.243 -0.069 -0.038 0.036 -0.596
C -6.392 1.678 2.751 0.054 0.030 -0.030 0.566
S -4.798 1.739 3.508 -0.037 -0.011 0.007 -0.186
C -3.975 2.647 2.248 0.172 0.033 0.015 0.089
C -4.713 2.991 1.173 0.087 0.099 -0.138 0.376
S -4.205 3.893 -0.261 0.131 -0.147 0.155 -0.495
S -6.396 2.486 1.183 -0.030 -0.017 0.022 -0.211
S -2.268 2.989 2.559 -0.170 0.036 -0.232 -0.527
Se 0.124 4.398 -0.826 0.521 -0.233 -0.028 -0.337
C 1.100 2.891 -0.363 -0.204 0.457 -0.082 0.237
N 1.693 1.945 -0.061 0.050 -0.179 -0.049 -0.564
C 5.349 -2.626 0.966 -0.018 -0.026 0.024 -1.271
C 4.314 -1.702 0.343 0.004 0.035 0.011 -0.476
S 2.770 -2.557 0.109 -0.043 -0.010 -0.033 1.223
O 2.131 -2.704 1.395 -0.008 -0.022 0.014 -0.678
O 3.004 -3.733 -0.694 0.023 -0.008 0.001 -0.697
C 1.829 -1.388 -0.841 0.017 0.025 0.010 -0.005
C 0.360 -1.796 -0.929 0.045 -0.001 -0.051 -1.459
N -0.449 -0.612 -1.204 -0.038 0.091 0.209 0.345
C -0.968 0.174 -0.230 -0.049 -0.141 -0.078 0.858
N -1.519 1.267 -0.744 0.032 0.107 -0.107 -0.188
C -1.336 1.210 -2.093 -0.020 -0.130 0.105 -0.738
C -0.672 0.059 -2.390 0.020 0.079 -0.135 0.293
N -0.231 -0.376 -3.673 -0.028 0.074 0.086 1.040
O -0.600 0.272 -4.632 0.009 -0.022 -0.011 -0.629
O 0.499 -1.357 -3.731 -0.012 -0.024 -0.018 -0.636
C -0.926 -0.180 1.209 0.058 0.040 -0.015 -1.210
H 6.286 -2.085 1.087 0.009 -0.012 0.005 0.381
H 5.523 -3.494 0.334 0.003 0.001 -0.007 0.337
H 5.022 -2.970 1.946 -0.009 -0.002 0.001 0.344
H 4.626 -1.344 -0.638 -0.006 -0.010 -0.026 0.414
H 4.090 -0.847 0.980 -0.019 0.036 -0.028 0.385
H 2.276 -1.325 -1.832 0.014 0.011 0.003 0.510
H 1.922 -0.423 -0.338 0.011 0.055 0.015 0.147
H 0.013 -2.207 0.017 0.049 0.031 0.002 0.599
H 0.205 -2.531 -1.711 -0.028 -0.002 0.017 0.268
H -1.668 1.983 -2.763 -0.011 0.002 -0.010 0.473
H -1.456 -1.117 1.391 -0.034 0.015 0.021 0.405
H -1.393 0.621 1.779 -0.035 -0.010 0.030 0.070
H 0.103 -0.299 1.553 0.016 0.005 -0.029 0.229



(5)
79
Properties=species:S:1:pos:R:3:forces:R:3:mulliken_charge:R:1 method="wB97M-V/def2-TZVPD" charge=+2 spin_multiplicity=4 de_lowest_kj_mol=0.00 gap_ev="7.411 / 6.065" molar_mass_da=763.16 s_squared=3.769 homo_energy_ev="-12.791 / -13.038"
Tc -0.668 0.434 -0.664 0.684 -0.756 0.427 -0.197
C 2.395 1.115 -0.075 0.237 0.200 -0.061 -1.490
N 1.500 0.948 -1.231 -0.370 -0.098 0.072 0.984
C 1.626 2.192 -2.022 0.084 0.219 -0.045 -1.473
C 1.915 -0.203 -2.079 -0.042 -0.375 -0.083 -1.483
C 1.421 -1.510 -1.492 0.017 0.073 0.006 -0.810
N -0.019 -1.397 -1.296 -0.137 0.668 -0.159 1.544
C -0.722 -2.548 -0.961 -0.413 -0.605 0.122 -0.198
C -2.074 -2.682 -1.334 0.430 0.080 -0.106 0.223
F -2.620 -1.727 -2.104 -0.133 0.041 0.067 -0.341
C -2.839 -3.773 -0.986 0.016 -0.105 0.115 0.296
F -4.106 -3.827 -1.389 -0.009 0.060 -0.039 -0.316
C -2.309 -4.808 -0.240 0.027 0.007 -0.015 -0.501
C -0.987 -4.711 0.135 -0.046 0.004 -0.037 0.380
F -0.434 -5.664 0.884 0.050 -0.016 -0.003 -0.343
C -0.209 -3.622 -0.219 -0.076 0.259 0.045 0.174
F 1.059 -3.583 0.242 0.001 0.018 0.061 -0.347
H 3.437 1.026 -0.385 -0.025 -0.024 0.035 0.481
H 1.100 -0.061 1.114 0.012 -0.098 0.165 0.182
H 2.228 2.108 0.343 -0.054 -0.036 0.017 0.404
H 2.667 2.374 -2.308 0.001 -0.033 0.018 0.380
H 1.265 3.038 -1.439 0.018 -0.038 0.036 0.360
H 1.032 2.110 -2.927 -0.003 -0.071 0.007 0.473
H 3.002 -0.220 -2.209 0.005 0.105 0.011 0.460
H 1.461 -0.062 -3.059 0.003 0.075 0.004 0.348
H 1.947 -1.728 -0.561 0.065 -0.077 -0.085 0.325
H 1.658 -2.321 -2.186 0.019 -0.013 0.004 0.601
H -2.906 -5.667 0.030 -0.009 0.010 0.017 0.553
C -1.274 5.526 0.979 0.080 0.080 0.291 -0.823
N -1.471 4.996 -0.360 -0.044 -0.283 -0.132 0.207
C -1.748 5.727 -1.494 -0.062 0.043 -0.103 -0.695
C -1.889 4.862 -2.508 0.021 0.212 -0.048 -0.467
N -1.710 3.571 -1.997 0.081 0.147 0.336 0.522
C -1.422 3.688 -0.666 0.022 0.095 -0.239 0.179
S -0.983 2.521 0.478 0.039 -0.070 0.385 -0.400
C -1.941 2.421 -2.802 -0.081 -0.245 -0.263 0.448
C -2.766 2.605 -3.908 -0.070 0.070 0.067 -0.998
C -2.922 1.597 -4.836 0.111 -0.124 0.044 -0.749
C -2.202 0.428 -4.653 -0.072 0.172 -0.058 -1.332
C -1.454 0.299 -3.508 0.047 -0.185 -0.123 -0.570
N -1.349 1.240 -2.541 -0.225 0.334 -0.337 0.681
H -1.457 6.596 0.965 -0.001 -0.004 -0.067 0.334
H -0.257 5.335 1.318 0.004 0.007 -0.060 0.333
H -1.966 5.052 1.673 -0.027 -0.001 -0.052 0.366
H -1.818 6.801 -1.484 0.024 -0.010 0.013 0.457
H -2.051 5.067 -3.548 -0.021 -0.068 0.006 0.576
H -3.307 3.529 -4.034 -0.009 -0.009 0.048 0.632
H -3.579 1.727 -5.685 0.000 0.031 0.002 0.456
H -2.245 -0.383 -5.364 0.036 -0.024 0.027 0.518
H -0.917 -0.617 -3.322 -0.053 0.017 0.132 0.711
Cl -3.885 -3.817 5.897 -0.062 -0.084 0.052 -0.165
C -3.298 -2.977 4.523 0.122 0.132 -0.242 0.386
C -4.137 -2.106 3.834 -0.103 -0.069 0.107 -0.795
C -3.652 -1.400 2.751 0.031 0.098 -0.175 -0.296
C -2.319 -1.541 2.371 0.136 -0.095 0.111 0.132
C -1.491 -2.438 3.051 -0.032 0.127 -0.050 -0.431
C -1.981 -3.167 4.114 -0.008 -0.073 0.062 -0.906
C -1.747 -0.745 1.288 -0.033 0.025 -0.078 1.138
O -2.414 -0.250 0.333 -0.111 -0.064 -0.288 -0.734
O -0.478 -0.515 1.244 0.063 0.286 0.076 -0.574
H -5.161 -1.988 4.158 0.006 0.013 -0.004 0.446
H -4.294 -0.717 2.211 -0.010 -0.013 0.010 0.494
H -0.465 -2.564 2.731 0.018 -0.012 0.031 0.436
H -1.352 -3.878 4.633 -0.016 0.021 0.034 0.436
C 4.657 -1.885 1.391 -0.069 0.020 -0.013 -1.569
C 4.292 -0.592 2.170 0.389 -0.328 0.133 1.939
C 5.199 0.577 1.744 -0.220 0.067 -0.073 -1.603
C 4.427 -0.837 3.685 -0.165 0.024 0.000 -1.672
C 2.886 -0.398 1.841 -0.002 0.237 -0.288 0.002
N 2.119 0.143 1.006 -0.337 0.029 0.085 0.576
H 5.670 -2.175 1.668 0.010 0.027 0.000 0.482
H 4.624 -1.718 0.313 0.026 -0.012 0.000 0.337
H 3.983 -2.706 1.640 0.038 -0.009 0.023 0.397
H 6.208 0.360 2.090 0.009 -0.003 0.013 0.442
H 4.877 1.514 2.201 0.044 0.014 0.006 0.414
H 5.236 0.697 0.661 0.052 -0.017 0.021 0.373
H 5.449 -1.138 3.910 0.024 0.024 -0.045 0.441
H 3.753 -1.626 4.016 0.031 -0.012 0.006 0.398
H 4.202 0.071 4.244 0.017 -0.015 0.025 0.417



(6)
23
Properties=species:S:1:pos:R:3:forces:R:3:mulliken_charge:R:1 method="wB97M-V/def2-TZVPD" de_lowest_kj_mol=0.00 gap_ev=8.500 molar_mass_da=211.24 homo_energy_ev=-8.699
C -2.784 0.824 0.991 -0.025 0.030 0.028 -0.511
C -2.833 -0.460 0.469 -0.091 -0.036 0.041 -0.699
C -1.632 1.592 0.887 0.078 -0.038 -0.034 -0.768
C -1.733 -1.008 -0.172 0.204 0.027 -0.093 -0.657
C -0.532 1.052 0.255 -0.195 -0.255 -0.176 0.460
C -0.589 -0.239 -0.280 -0.516 0.508 0.042 0.121
C 0.829 1.635 0.049 0.092 0.233 -0.010 -0.822
C 0.733 -0.575 -0.829 -0.362 0.589 -1.269 0.955
C 1.532 0.589 -0.753 0.186 0.134 -0.168 0.252
N 0.930 -1.613 -1.743 -0.052 -0.005 -0.513 -0.676
O 3.034 -1.394 0.195 0.432 -0.176 0.011 -0.603
O 1.567 -0.368 1.886 0.030 0.126 0.539 -0.519
O 2.795 0.630 -1.059 -0.450 0.277 -0.014 -0.573
S 1.657 -1.292 0.774 0.925 -1.209 1.815 0.601
H -3.649 1.231 1.491 -0.093 0.020 0.036 0.394
H -3.737 -1.042 0.570 -0.084 -0.043 -0.007 0.389
H -1.598 2.587 1.304 -0.001 0.120 0.046 0.453
H -1.779 -2.007 -0.579 -0.011 -0.114 -0.051 0.361
H 0.831 2.612 -0.436 0.048 0.002 -0.087 0.504
H 1.342 1.737 1.015 0.135 -0.040 -0.121 0.313
H 1.909 -1.760 -1.957 -0.137 -0.067 -0.005 0.319
H 0.493 -2.479 -1.457 0.057 -0.012 0.007 0.251
H 3.216 -0.252 -0.621 -0.171 -0.072 -0.017 0.456